Entry from OMol25: C38H48BF4MoN10OS3Sb as an isolated structure in a non-equilibrium geometry (ωB97M-V/def2-TZVPD).

expectation value of S²	2.140
DFT total energy	-109578.0125	eV
spin multiplicity	3
HOMO (alpha / beta)	-1.0 / -2.0	eV
total charge	-2

Geometry as XYZ:
```
107
Properties=species:S:1:pos:R:3:forces:R:3
Mo -1.2521 -0.9038 -0.5079 -0.4379 0.6258 0.4877
S -2.5238 -0.7751 1.7404 0.1196 -1.3335 0.4397
C -2.0169 -2.4285 1.6396 1.9121 -0.6953 0.0719
N -1.3190 -2.7491 0.5519 -0.8477 -1.5802 -0.5635
C -1.1630 -4.1599 0.2986 -0.9326 0.6886 2.5358
C -0.9348 -4.7335 -0.9418 -0.7726 0.5273 0.5967
C -1.4141 -6.0250 -1.0952 0.5961 -0.1802 -0.9411
C -1.8326 -6.7863 -0.0357 1.0326 0.4732 2.0154
C -1.6849 -6.3614 1.3191 -0.7787 2.1442 -2.0412
C -1.5303 -4.9630 1.4877 0.8282 0.3361 -2.0627
S -1.8913 -3.8854 2.8306 -0.7673 0.9021 -0.8517
H -0.6334 -4.1212 -1.7805 0.0097 0.0327 -0.0318
H -1.4172 -6.4516 -2.0955 -0.1432 0.0477 0.1355
H -2.2378 -7.7469 -0.1818 -0.1960 -1.1366 -0.3208
H -1.9479 -7.0400 2.0838 -0.2382 -0.3683 0.9185
N 2.2091 -0.7329 -1.5998 1.5667 -0.0638 -0.2060
C 1.3185 -1.1363 -2.5361 -2.4826 0.5928 -0.8922
N 1.4880 -1.4010 -3.8663 -0.8209 -1.1007 1.3931
N 0.2780 -1.6750 -4.3412 -1.0262 1.4989 0.2665
N -0.6469 -1.3736 -3.3853 4.3595 -0.4173 -0.6510
N 0.0065 -1.1425 -2.2297 0.5150 -0.5305 -0.1733
C 1.8119 -0.0026 -0.5002 -1.2827 0.8286 1.0904
N 2.5862 0.7261 0.2841 -0.1765 -0.0880 0.3258
N 1.7542 1.2298 1.2689 -0.1436 -1.0394 -1.4714
N 0.5472 0.8190 1.0655 0.6610 0.0746 -0.2666
N 0.5132 0.0360 -0.0505 2.3031 0.8091 0.7961
H 3.1150 -0.4559 -1.9928 -0.5760 -0.0023 0.2830
F 1.9074 2.6782 -4.6989 0.1299 0.6314 -0.3964
B 1.9283 2.2185 -3.4068 -0.3185 -1.2576 1.5774
F 0.6477 1.5938 -3.1122 0.2936 0.5237 -0.1613
F 2.1754 3.1852 -2.3991 0.2214 -0.5702 -0.8635
F 2.8959 1.1707 -3.2862 0.1915 0.5429 -0.2372
C -2.3050 -0.8971 -1.9346 -0.8939 -1.3447 -1.9308
C -2.0190 -1.2182 -3.3229 -2.3681 0.0080 0.7038
C -2.8896 -1.4986 -4.4091 -0.1333 -1.4478 0.0946
C -2.4255 -1.3035 -5.7932 -0.5521 1.1375 0.4027
C -1.7909 -0.0438 -6.0055 0.8229 -0.5116 -0.7706
C -1.4417 0.3718 -7.2629 -1.7916 -1.5751 -2.0705
C -1.9965 -0.3956 -8.3647 1.3159 0.1510 1.0597
C -2.5235 -1.6631 -8.1782 -0.9485 -0.5827 -0.0478
C -2.7713 -2.1478 -6.8571 1.4809 2.3051 -0.6739
C -4.1861 -2.1961 -4.1906 -0.1299 -0.6372 -0.2268
C -4.4456 -2.8237 -2.9371 0.2624 -0.1179 -0.9599
C -5.6668 -3.4211 -2.6669 -0.3288 0.5922 0.0680
C -6.5793 -3.5804 -3.6845 0.2036 0.4185 -0.3007
C -6.3483 -3.1047 -4.9675 1.0785 0.2331 0.5993
C -5.1791 -2.4067 -5.2346 0.6631 0.6403 1.2701
H -1.4985 0.5712 -5.1792 0.0219 0.0520 0.5860
H -0.8676 1.2338 -7.5614 -0.0433 0.3810 0.5917
H -1.8956 -0.0046 -9.3644 0.1531 -0.0265 -0.2290
H -2.8287 -2.2386 -9.1022 0.2686 0.5392 1.2745
H -3.2542 -3.0401 -6.5762 -0.2718 -1.1339 -0.3583
H -3.6123 -3.0225 -2.2875 0.0290 0.7555 0.5739
H -6.0123 -3.6050 -1.6498 0.5852 -0.6176 -0.0915
H -7.4845 -4.0842 -3.5199 -1.2336 -0.5573 0.4479
H -7.1173 -3.2952 -5.6800 -0.2063 0.0737 -0.7970
H -4.9602 -1.9849 -6.2028 -0.3763 0.0352 -0.0398
C -1.2588 4.3320 -1.7569 -0.2862 1.7926 -0.6967
S 0.0321 4.9661 -2.8818 -0.2212 1.1395 -0.3844
C -0.6615 4.4646 -4.5941 -0.3514 0.1926 1.3143
O -0.0258 6.4834 -2.7544 -0.3010 -0.8480 -0.4701
H -0.8324 3.4470 -1.3817 0.1027 -1.4274 0.4958
H -2.1489 4.2047 -2.3760 -0.1415 -0.2119 0.5776
H -1.3938 5.0815 -0.9353 0.1463 -0.5915 -0.9044
H -1.3973 3.6305 -4.5429 0.6694 0.4881 0.1230
H 0.2495 4.1614 -5.0978 -0.1533 -0.0723 -0.3045
H -1.1286 5.3603 -5.0230 0.2044 -0.1633 0.1542
C 0.7272 3.6003 3.8863 -0.6718 -0.9932 -0.2493
C 0.4888 2.3820 4.8193 0.8992 -1.2579 -0.9546
C -0.4355 2.8150 5.9585 -0.7437 1.4468 -1.2276
C -0.1178 1.1164 4.1267 -0.9739 1.3619 -0.1588
Sb 2.4926 1.6786 5.6760 0.2251 -0.1548 1.0971
C 2.9096 -0.6719 5.3657 -0.7058 1.7451 1.8941
C 3.4631 -0.7237 4.0000 0.7506 -1.2130 -1.3140
C 3.9494 -1.0843 6.4446 0.2829 2.4779 0.5552
C 1.5252 -1.3606 5.5848 0.8294 0.9997 -0.8197
C 4.1555 3.0148 4.6808 -0.9698 -3.2519 0.6746
C 4.0820 4.2152 5.6063 0.7363 0.0432 -1.9286
C 5.4636 2.2094 4.7746 -0.4071 0.9435 0.9778
C 3.8521 3.2464 3.2431 -0.5176 1.4908 -0.8721
H -0.2863 3.9709 3.7145 0.0560 0.5382 -0.0860
H 1.1213 3.3755 2.8832 0.0357 -0.3259 0.5657
H 1.3571 4.3574 4.3510 -0.2116 0.1768 0.0825
H -1.1783 3.5380 5.4755 0.5125 -0.9818 0.5627
H 0.0923 3.4683 6.6479 0.0085 -0.2892 0.5774
H -1.0360 2.0195 6.4156 0.5656 0.1113 0.1708
H -1.0807 1.3746 3.5524 1.3267 -0.4190 0.7673
H -0.3404 0.4240 4.9261 -0.5040 -0.1966 0.1802
H 0.5514 0.5756 3.4712 0.0792 0.3781 -0.3803
H 4.2760 -0.0242 3.7645 -0.4111 -0.0411 0.2195
H 2.6378 -0.5327 3.3494 -0.2974 0.3094 -0.9736
H 3.8806 -1.7142 3.6856 -0.3232 0.2077 0.3990
H 4.6855 -0.2086 6.6933 -1.3065 -1.3862 -0.3694
H 4.5779 -1.8268 5.9977 0.3361 -0.9279 -0.0076
H 3.5118 -1.4048 7.4175 0.2341 0.1097 -0.7774
H 0.9972 -1.3929 4.6209 -0.0898 0.0203 0.4642
H 0.9084 -0.8778 6.3598 0.2274 0.0485 -0.3247
H 1.6769 -2.3579 5.9198 0.1837 -1.1879 0.2296
H 4.7860 4.1717 6.4130 0.3952 0.0305 0.3987
H 3.1201 4.4288 5.9928 -1.0980 0.0649 0.4566
H 4.2980 5.0036 4.8964 0.4519 1.0135 0.3250
H 5.9416 2.5552 5.6734 0.4768 -0.4010 0.7379
H 6.1621 2.4465 3.9999 0.2979 0.2805 -0.8950
H 5.3468 1.1440 4.7883 -0.0100 -0.4470 0.1296
H 3.5582 2.3792 2.6333 -0.0346 0.2516 0.4226
H 4.7247 3.6969 2.7496 0.1571 -0.0324 0.0071
H 3.0826 4.0329 3.1905 0.1337 -0.5266 -0.4388
```
Forces are in eV/Å.

Results of the Mulliken charge analysis, in e, for atoms 1 through 4: 0.62, -0.25, 0.24, 0.17